Density functional theory data (ωB97M-V with the def2-TZVPD basis set) for a cluster of 2 separate species, C5H11FO2 in total at a distorted geometry.

Results
Highest occupied orbital energy in eV: -9.23
Net charge: 0
Energy relative to the best compared isomer or geometry (same formula, charge and spin) in kcal/mol: 53.37
Total energy in eV: -12173.0116

Structure (XYZ):
```
19
Properties=species:S:1:pos:R:3:nbo_charge:R:1
C 1.63 -1.82 -1.07 -0.6198
C -0.41 -0.59 -1.97 -0.6125
C 0.48 -0.85 -0.70 -0.2433
C 0.99 0.50 -0.11 0.0545
C -1.49 1.71 2.47 0.4198
O -1.69 2.91 2.97 -0.7127
O -2.58 0.94 2.49 -0.6937
F 1.49 0.22 1.14 -0.3601
H 2.13 -2.23 -0.14 0.2147
H 2.46 -1.39 -1.63 0.2007
H 1.25 -2.73 -1.62 0.2082
H -1.36 -0.39 -1.68 0.2067
H -0.53 -1.49 -2.64 0.2098
H 0.06 0.19 -2.69 0.2007
H -0.14 -1.51 0.09 0.2102
H 1.80 0.77 -0.76 0.1526
H 0.16 1.27 -0.19 0.1715
H -0.82 3.24 3.30 0.5145
H -3.42 1.25 2.73 0.4781
```